Record 1
DFT (ωB97M-V/def2-TZVPD) results for a 2-piece molecular cluster, C3H9N2O2 overall at a distorted geometry.

Structure (XYZ):
```
16
Properties=species:S:1:pos:R:3:forces:R:3
O 1.329 -1.576 -0.635 0.12 -0.39 1.81
C 1.571 -1.678 0.612 -0.17 1.82 -0.14
O 1.223 -0.892 1.575 0.72 -1.91 -1.73
H 2.277 -2.504 0.874 -0.22 -0.10 0.22
N -1.200 0.540 1.510 -0.03 0.63 0.36
C -1.137 0.339 0.060 -1.57 -0.53 1.22
C -0.036 1.116 -0.533 0.68 -0.21 -0.17
N -0.025 0.654 -1.909 0.88 -0.16 -1.44
H -0.394 0.092 1.964 -0.24 0.09 -0.61
H -2.026 0.109 1.879 -0.39 -0.22 0.18
H -2.083 0.662 -0.433 0.35 -0.18 0.48
H -1.010 -0.730 -0.153 0.17 0.19 -0.30
H -0.264 2.193 -0.490 0.21 -0.26 0.05
H 0.868 0.847 0.050 -0.21 0.50 -0.41
H 0.655 1.184 -2.474 -0.35 -0.62 0.42
H 0.254 -0.357 -1.898 0.03 1.33 0.09
```
Forces are in eV/Å.

Output
* highest occupied orbital energy: -4.58 eV
* strongest force on any atom: 2.68 eV Å⁻¹
* net charge: -1
* relative energy (zero: lowest compared OMol25 entry of this formula, charge and spin): 87.0 kJ/mol
* molar mass: 105.12 g mol⁻¹
* total energy: -379.7481 hartree



Record 2
DFT (ωB97M-V/def2-TZVPD) results for C16H22AlIN4O4P as an isolated structure at a distorted geometry.

Structure (XYZ):
```
49
Properties=species:S:1:pos:R:3:forces:R:3
Al 0.250 -0.251 -1.357 -1.52 -0.40 0.63
C -2.797 -3.485 -0.562 -0.09 -1.35 -0.19
C -3.108 -2.103 -0.171 -0.23 1.05 0.90
N -4.128 -1.913 0.678 0.71 -0.15 -1.06
C -4.560 -0.683 0.930 -1.42 0.21 0.64
C -3.961 0.470 0.494 1.37 -0.09 -1.18
C -4.634 1.793 0.624 -0.93 -0.76 2.06
O -4.346 2.649 -0.430 -0.74 0.69 -0.77
C -2.709 0.316 -0.196 0.26 -0.63 0.25
C -1.865 1.448 -0.400 2.14 -0.86 -1.54
N -0.566 1.330 -0.834 -1.48 1.37 -0.51
C 0.213 2.506 -1.229 0.05 -0.48 0.89
C 0.068 3.715 -0.524 0.59 -0.10 -0.67
C 0.913 4.800 -0.809 -0.75 -0.25 -0.45
C 1.890 4.701 -1.773 1.28 -1.49 -0.12
C 2.193 3.427 -2.331 -1.27 0.46 -1.00
C 1.291 2.360 -2.158 -0.13 1.15 0.52
I 1.374 0.716 -3.649 -0.44 0.35 1.84
C -2.307 -1.010 -0.592 -0.76 0.66 0.81
O -1.201 -1.244 -1.301 1.31 -0.02 -0.26
H -3.620 -4.148 -0.212 0.84 0.42 0.14
H -1.795 -3.810 -0.158 -0.99 0.10 -0.58
H -2.848 -3.586 -1.656 0.55 0.04 0.24
H -5.527 -0.623 1.479 0.87 -0.04 -0.32
H -4.321 2.278 1.570 -0.29 -0.26 -0.11
H -5.708 1.474 0.742 0.71 0.98 -0.29
H -5.074 3.299 -0.476 0.54 -0.26 -0.18
H -2.282 2.444 -0.295 0.07 -0.01 0.16
H -0.731 3.812 0.210 0.33 -0.04 -0.05
H 0.775 5.768 -0.369 -0.32 0.17 0.42
H 2.511 5.553 -2.071 -0.28 -0.37 0.27
H 2.956 3.374 -3.104 -0.02 -0.07 0.23
N 2.085 -3.543 2.545 -1.58 -0.48 -0.74
C 1.980 -3.261 1.004 -0.11 -1.03 1.53
P 2.412 -1.528 0.783 1.27 2.34 1.76
O 2.644 -0.949 2.188 -0.25 -1.21 -2.26
O 1.415 -0.787 -0.094 -0.13 -0.42 -0.97
C 4.107 -1.421 -0.034 0.69 -0.46 -0.12
N 4.958 -0.718 1.014 1.50 -1.20 -0.73
H 1.110 -3.792 2.848 1.15 0.34 0.17
H 2.435 -2.741 3.071 -0.33 0.87 -0.07
H 2.688 -4.299 2.838 0.28 -0.82 -0.37
H 0.922 -3.418 0.793 0.13 -0.05 -0.39
H 2.603 -3.985 0.461 -0.27 0.26 0.13
H 4.183 -0.773 -0.910 -0.60 -0.31 -0.10
H 4.587 -2.424 -0.317 -0.77 1.41 0.56
H 4.364 -0.580 1.844 -0.10 0.12 0.56
H 5.375 0.159 0.705 -0.35 0.26 -0.13
H 5.785 -1.317 1.191 -0.50 0.37 0.49
```
Forces are in eV/Å.

Output
* highest occupied orbital energy: -16.03 eV
* strongest force on any atom: 3.19 eV Å⁻¹
* net charge: +3
* molar mass: 519.24 g mol⁻¹
* total energy: -2023.5533 hartree



Record 3
DFT (ωB97M-V/def2-TZVPD) results for a 2-piece molecular cluster, C5H12N2O2 overall at a distorted geometry.

Structure (XYZ):
```
21
Properties=species:S:1:pos:R:3:forces:R:3
C 1.039 -1.601 0.951 -2.74 -0.03 -0.81
C 1.367 0.152 -0.859 -1.68 4.00 1.23
C -0.288 0.598 0.984 -0.31 -0.24 3.29
C -0.564 -1.142 -0.957 -2.03 -0.02 0.44
C 0.299 -0.507 0.075 0.65 -0.63 -0.71
N -4.451 0.852 -0.138 0.12 -1.62 0.38
N -4.059 -0.319 0.007 1.14 0.62 -0.38
O -2.952 -0.970 -0.117 -1.91 1.55 0.07
O -3.499 1.773 -0.550 1.19 -0.81 -0.17
H 0.395 -1.918 1.814 0.53 0.31 -0.74
H 1.138 -2.460 0.271 0.63 0.13 0.56
H 1.938 -1.176 1.320 1.01 0.05 0.27
H 1.626 1.078 -0.250 0.15 -0.64 -1.07
H 2.238 -0.373 -0.863 2.37 -1.84 -0.53
H 1.067 0.523 -1.894 0.12 -0.80 1.46
H -0.419 1.514 0.422 -0.35 0.17 -0.03
H 0.534 0.841 1.839 -1.74 -0.53 -2.01
H -1.291 0.355 1.624 2.38 0.29 -1.89
H -0.994 -0.648 -1.822 0.56 0.59 0.11
H -1.072 -2.081 -0.855 0.38 -0.67 0.45
H -3.949 2.618 -0.549 -0.48 0.10 0.08
```
Forces are in eV/Å.

Output
* highest occupied orbital energy (spin up / spin down): -7.83 / -10.41 eV
* strongest force on any atom: 4.51 eV Å⁻¹
* relative energy (zero: lowest compared OMol25 entry of this formula, charge and spin): 877.4 kJ/mol
* molar mass: 132.16 g mol⁻¹
* total energy: -457.4147 hartree



Record 4
DFT (ωB97M-V/def2-TZVPD) results for C33H44AlBr6ClCsF13NO16PS2Si2 as an isolated structure at a distorted geometry.

Structure (XYZ):
```
121
Properties=species:S:1:pos:R:3:forces:R:3
C 7.156 4.533 2.785 0.13 0.52 1.21
O 6.314 4.786 1.632 -0.08 -1.69 1.17
C 5.349 3.674 1.596 0.96 0.75 0.15
C 4.108 4.190 0.754 0.65 0.18 0.23
C 2.865 3.195 0.589 -0.82 1.95 0.52
Si 3.222 1.341 0.424 1.45 -1.87 -0.58
C 4.431 0.891 -1.027 0.46 -0.20 -0.71
C 5.185 2.141 -1.639 -1.50 2.07 -2.07
O 4.702 3.073 -2.286 1.04 -3.19 3.75
Br 7.183 2.201 -1.397 -0.99 -0.32 0.19
C 4.082 0.557 1.990 -0.81 -0.44 0.40
C 3.130 0.555 3.305 1.45 -2.22 0.27
C 3.862 -0.416 4.432 -1.06 2.08 0.36
Br 2.877 2.319 4.184 0.22 -0.61 -0.61
O 1.851 0.310 0.186 -0.59 3.11 -0.36
Si 0.417 1.105 -0.290 -0.99 -3.14 0.78
C -0.836 -0.316 -0.759 1.02 -2.82 -2.44
O -0.396 -1.246 -1.488 -1.68 3.34 2.77
C -2.371 -0.363 -0.317 -1.18 -2.51 0.83
F -2.751 -1.750 -0.383 0.81 3.25 0.16
F -2.589 -0.006 1.064 0.77 -0.30 -3.01
C -3.365 0.400 -1.314 -0.28 -0.48 -2.38
F -3.336 -0.354 -2.531 0.16 1.65 3.19
F -2.956 1.711 -1.665 -0.44 -2.52 1.23
C -4.885 0.494 -0.831 -2.86 -0.06 -1.42
F -5.668 0.663 -2.024 2.00 -0.47 2.70
F -5.391 -0.667 -0.204 1.63 2.27 -1.11
C -5.221 1.769 0.091 -0.22 2.46 2.86
O -4.965 1.832 1.308 -0.49 -1.02 -4.29
O -5.905 2.880 -0.516 2.24 -2.38 0.69
P -0.469 2.417 1.308 -0.34 2.70 1.42
N -0.487 1.355 2.744 -0.88 -0.57 -2.12
O -2.053 2.907 0.874 1.42 -1.44 1.01
S 0.617 2.256 -2.164 1.04 3.50 -4.56
O 0.253 3.695 -1.895 0.67 -3.81 -0.05
O 1.940 2.046 -2.826 -3.37 -0.07 2.13
F -0.540 1.697 -3.270 2.09 0.82 2.48
H 8.072 5.208 2.830 -1.36 -0.81 -0.53
H 7.522 3.451 2.868 -0.44 1.22 -0.49
H 6.545 4.749 3.740 0.84 -0.33 -1.27
H 5.141 3.411 2.687 -0.47 0.31 -1.49
H 5.923 2.791 1.140 -1.16 1.07 0.17
H 3.702 5.139 1.311 1.08 -1.48 -0.20
H 4.529 4.605 -0.245 -0.62 -0.96 1.32
H 2.237 3.628 -0.290 0.74 -1.23 0.98
H 2.198 3.353 1.524 0.96 -0.46 -1.41
H 5.167 0.077 -0.665 -0.99 1.48 -0.59
H 3.806 0.397 -1.865 0.93 1.02 1.09
H 5.156 0.945 2.150 -1.82 -0.29 -0.19
H 4.201 -0.559 1.691 -0.28 1.65 0.43
H 2.101 0.121 3.086 1.36 0.84 0.21
H 3.466 -0.007 5.461 0.72 -1.34 -1.77
H 4.995 -0.135 4.401 -8.42 -2.14 0.03
H 3.641 -1.522 4.273 0.37 1.49 0.20
H -5.214 3.436 -0.968 -0.74 -0.47 -0.04
H -0.367 0.393 2.367 -0.31 0.47 0.86
H -1.470 1.357 3.090 0.87 -0.08 0.04
H -2.632 2.695 1.643 -0.06 0.07 -0.83
Al 2.278 5.894 0.039 -0.68 0.30 -0.55
C -5.195 4.090 -4.364 -0.56 0.48 -0.18
Br -7.109 3.995 -4.072 0.39 0.13 0.02
Br -4.757 5.111 -5.953 -0.07 -0.07 0.40
Br -4.261 4.767 -2.799 0.05 0.12 -0.04
H -4.839 3.055 -4.540 -0.17 0.70 0.22
C 3.166 0.929 -6.401 0.42 0.23 -0.32
C 3.393 0.247 -5.066 -0.92 0.49 0.43
O 4.145 -0.963 -5.159 1.20 -0.47 -1.01
C 5.578 -0.893 -5.267 -2.71 1.69 0.87
O 6.092 -0.141 -4.319 0.81 0.06 -0.26
C 6.085 -0.512 -6.710 0.32 0.38 -2.21
F 5.303 -1.076 -7.655 0.12 0.08 0.78
F 7.328 -0.990 -6.929 -0.44 0.11 0.77
F 6.122 0.800 -6.970 0.03 -0.64 0.67
H 2.957 0.201 -7.188 -0.13 0.02 0.14
H 2.329 1.628 -6.331 0.01 -0.16 0.12
H 4.038 1.510 -6.702 -0.12 0.01 0.03
H 2.413 -0.056 -4.684 0.23 -0.31 0.02
H 3.802 0.941 -4.325 0.27 -0.09 -0.25
H 5.832 -1.968 -5.229 0.66 -0.09 0.50
F 0.315 -1.443 3.307 0.18 0.56 -0.28
C 0.157 -2.679 3.836 -0.24 -1.36 0.60
C 1.128 -3.640 3.616 0.21 0.28 -0.12
C 0.972 -4.910 4.162 -0.30 0.11 0.16
C -0.163 -5.205 4.914 0.08 -0.02 -0.04
C -1.135 -4.230 5.125 0.20 -0.08 -0.06
C -0.971 -2.958 4.587 -0.04 0.33 -0.09
H 2.001 -3.394 3.019 -0.04 -0.02 -0.05
H 1.731 -5.669 4.001 -0.08 0.09 -0.03
H -0.288 -6.196 5.338 -0.03 0.14 -0.03
H -2.020 -4.462 5.709 0.10 0.04 -0.02
H -1.714 -2.185 4.749 -0.02 -0.07 -0.02
F -4.304 -5.086 6.588 0.12 0.05 -0.13
C -4.994 -4.160 5.918 -0.31 0.26 -0.12
C -4.694 -3.920 4.587 0.14 -0.02 -0.14
C -5.413 -2.958 3.885 -0.13 0.10 0.29
C -6.420 -2.240 4.527 0.00 0.06 -0.08
C -6.710 -2.486 5.867 0.30 -0.17 -0.24
C -5.997 -3.456 6.566 -0.14 0.10 0.28
H -3.902 -4.484 4.108 -0.09 -0.05 0.01
H -5.190 -2.768 2.840 -0.01 -0.04 0.08
H -6.978 -1.486 3.980 0.05 -0.09 0.04
H -7.491 -1.923 6.367 0.07 -0.10 -0.03
H -6.214 -3.668 7.607 0.09 -0.15 -0.06
F 5.496 2.360 -4.183 0.54 -1.73 -1.10
Br -4.265 1.305 -5.087 0.53 -1.31 -0.54
O -6.218 -6.364 8.881 0.07 0.08 -0.01
Cl -4.987 -6.865 9.458 -0.03 -0.21 0.11
O -4.384 -7.822 8.553 -0.02 0.12 0.04
O -5.273 -7.510 10.722 0.04 0.12 -0.17
O -4.072 -5.762 9.674 -0.01 0.04 -0.03
Cs 6.680 0.186 4.398 7.19 1.38 0.16
C -3.414 -0.030 -8.999 -0.03 0.12 -0.02
S -3.669 -1.785 -8.658 -0.05 0.04 -0.15
O -3.550 -2.517 -9.957 -0.09 0.22 0.24
C -5.427 -1.647 -8.272 -0.11 0.04 0.02
H -2.377 0.115 -9.302 -0.06 -0.14 0.03
H -4.075 0.293 -9.805 0.00 -0.13 0.01
H -3.611 0.550 -8.096 0.00 -0.09 0.06
H -5.963 -1.223 -9.123 0.11 -0.03 -0.02
H -5.558 -1.014 -7.392 0.11 -0.01 -0.01
H -5.813 -2.644 -8.061 0.14 0.03 -0.04
```
Forces are in eV/Å.

Output
* highest occupied orbital energy: -6.88 eV
* strongest force on any atom: 8.69 eV Å⁻¹
* molar mass: 1783.72 g mol⁻¹
* total energy: -21723.3650 hartree



Record 5
DFT (ωB97M-V/def2-TZVPD) results for C26H26I2N6RuS2 as an isolated structure.

Structure (XYZ):
```
63
Properties=species:S:1:pos:R:3:forces:R:3
Ru -1.100 -0.350 -0.180 0.67 0.39 0.52
C 0.724 3.323 -0.793 -0.04 -0.05 0.00
C -0.648 3.818 -0.312 -0.02 -0.03 0.00
C -1.659 2.725 0.108 0.05 0.02 -0.04
N -1.017 1.543 0.665 -0.29 -0.20 -0.03
C -0.348 1.664 1.796 0.04 -0.06 0.08
C -0.473 2.787 2.647 0.01 0.00 -0.07
C 0.243 3.169 3.765 0.02 -0.01 0.03
C 1.366 2.610 4.354 -0.01 0.04 0.02
C 1.988 1.441 3.940 0.01 -0.02 -0.03
C 1.610 0.526 2.980 -0.02 -0.02 0.05
C 0.476 0.488 2.124 -0.06 0.04 -0.01
N 0.133 -0.592 1.467 0.06 0.15 -0.40
C 0.757 -1.862 1.821 -0.05 -0.02 0.02
C -0.117 -3.028 1.388 -0.01 0.04 -0.01
C 0.027 -3.280 -0.108 -0.01 0.00 0.01
N 0.095 -2.020 -0.835 -0.30 0.07 0.03
C 1.148 -1.724 -1.561 0.18 0.09 0.06
C 2.378 -2.442 -1.537 -0.15 0.00 0.02
C 3.412 -2.492 -2.448 0.05 0.05 -0.06
C 3.553 -1.857 -3.673 0.03 -0.06 0.05
C 2.691 -0.887 -4.165 -0.05 0.05 -0.01
C 1.615 -0.258 -3.574 0.06 0.06 -0.02
C 1.000 -0.453 -2.307 0.02 -0.10 0.07
N 0.151 0.376 -1.753 -0.11 -0.13 0.13
C -0.194 1.607 -2.455 0.03 0.06 -0.01
C 0.750 2.779 -2.219 -0.02 0.00 0.00
H 1.098 2.556 -0.111 0.03 0.02 0.02
H 1.430 4.155 -0.725 -0.01 0.02 -0.02
H -1.125 4.415 -1.096 0.01 0.00 0.00
H -0.481 4.488 0.533 0.00 0.02 -0.01
H -2.263 2.416 -0.738 0.00 0.00 0.00
H -2.381 3.148 0.816 0.01 -0.02 0.01
H -1.289 3.447 2.389 0.02 0.01 0.02
H -0.124 4.076 4.236 0.00 0.00 -0.01
H 1.804 3.139 5.191 0.00 0.00 0.00
H 2.909 1.191 4.457 0.00 -0.01 0.00
H 2.288 -0.307 2.851 0.01 0.01 0.02
H 0.896 -1.886 2.904 -0.04 -0.01 -0.01
H 1.754 -1.939 1.363 0.00 0.00 0.01
H -1.145 -2.785 1.648 -0.02 -0.05 0.03
H 0.145 -3.932 1.940 0.08 0.01 0.00
H -0.822 -3.854 -0.485 -0.02 0.06 0.02
H 0.916 -3.881 -0.289 -0.05 -0.05 -0.02
H 2.508 -3.078 -0.672 0.04 -0.02 -0.05
H 4.221 -3.162 -2.171 -0.01 -0.01 0.00
H 4.404 -2.128 -4.284 0.00 0.01 0.00
H 2.924 -0.519 -5.160 0.00 0.01 0.00
H 1.179 0.529 -4.173 0.02 0.01 0.01
H -1.190 1.901 -2.158 -0.06 0.02 0.04
H -0.287 1.425 -3.527 -0.02 -0.05 -0.02
H 0.445 3.572 -2.909 0.02 0.01 0.00
H 1.771 2.491 -2.490 0.00 0.00 0.02
S -3.027 -2.436 -1.145 -0.27 -0.29 -0.02
C -3.415 -2.270 0.557 -0.11 0.08 -0.01
S -2.941 -0.845 1.387 0.44 -0.12 -0.32
C -3.996 -3.349 1.185 -0.01 -0.02 0.03
C -4.173 -3.372 2.601 0.05 0.04 0.03
N -4.303 -3.403 3.745 -0.03 -0.03 -0.01
C -4.402 -4.514 0.465 -0.02 0.03 -0.08
N -4.725 -5.454 -0.117 0.00 -0.02 0.05
I -3.277 -0.100 -2.023 -0.23 -0.04 -0.09
I -3.887 2.654 -3.121 0.09 0.01 -0.03
```
Forces are in eV/Å.

Output
* highest occupied orbital energy (spin up / spin down): -4.77 / -4.70 eV
* strongest force on any atom: 0.94 eV Å⁻¹
* multiplicity: 2
* net charge: -1
* relative energy (zero: lowest compared OMol25 entry of this formula, charge and spin): 21.3 kJ/mol
* molar mass: 841.55 g mol⁻¹
* total energy: -2821.6217 hartree
* <S²>: 0.76



Record 6
DFT (ωB97M-V/def2-TZVPD) results for C23H32IrNO4 as an isolated structure at a distorted geometry.

Structure (XYZ):
```
61
Properties=species:S:1:pos:R:3:forces:R:3
O -0.690 1.846 -3.026 0.21 0.94 0.20
C 0.431 2.777 -2.964 -0.45 -0.70 -0.22
C -0.485 3.935 -2.540 -0.40 -0.75 -0.51
H 0.861 2.839 -3.966 0.22 0.28 0.22
H 1.179 2.418 -2.253 0.02 0.16 -0.01
C -1.635 2.878 -2.628 0.34 0.09 -0.06
H -0.595 4.652 -3.357 0.18 0.38 0.61
H -0.322 4.340 -1.533 -0.02 0.20 -0.53
C -2.697 3.113 -3.713 -0.02 0.09 0.40
H -2.348 2.781 -4.699 0.00 0.06 0.34
H -2.939 4.177 -3.779 -0.02 -0.07 0.02
H -3.623 2.583 -3.452 0.21 0.04 -0.27
C -2.236 2.487 -1.294 -0.48 0.24 0.11
H -1.465 2.091 -0.609 -0.25 -0.05 -0.36
H -3.063 1.781 -1.469 0.47 -0.12 0.32
H -2.685 3.361 -0.814 -0.03 0.08 -0.01
Ir 0.347 -0.121 1.459 0.95 -0.75 -0.86
C 0.848 1.844 3.524 -0.40 0.68 0.03
C 1.886 0.917 3.593 1.54 -0.40 -0.33
C 2.357 0.640 2.266 0.31 1.55 0.70
H 2.358 0.565 4.509 -0.38 -0.07 -0.40
C 1.590 1.474 1.327 0.48 1.75 0.43
C 0.612 2.181 2.164 1.44 0.76 -0.73
H -0.023 2.992 1.808 0.08 -0.43 0.10
H 0.370 2.300 4.396 0.07 -0.27 -0.48
H 3.255 0.083 2.008 -0.39 -0.04 0.04
H 1.894 1.729 0.309 -0.08 0.08 0.46
C -1.703 -0.809 3.916 -0.39 -0.19 -0.02
C -1.750 0.551 3.572 -0.25 -0.62 0.90
C -1.680 0.675 2.152 -0.67 -1.29 -1.86
H -1.913 1.345 4.300 0.11 -0.11 -0.41
C -1.562 -0.689 1.577 -2.87 1.24 1.14
C -1.599 -1.582 2.762 -1.23 0.29 0.16
H -1.693 -2.662 2.711 0.21 0.18 -0.04
H -1.821 -1.191 4.931 0.25 0.11 -0.43
H -1.959 1.547 1.562 0.01 -0.28 0.27
H -1.874 -0.945 0.561 -0.06 -0.03 0.21
O 0.285 -1.144 -2.072 0.33 -0.95 -2.45
C -0.417 -0.961 -3.334 -0.90 0.41 -0.53
C 0.213 -1.747 -4.510 0.30 -0.05 0.16
H -0.438 0.108 -3.547 -0.27 -0.67 0.16
H -1.439 -1.367 -3.247 0.08 0.40 0.36
C 1.304 -2.600 -3.850 -0.09 0.10 0.69
H 0.629 -1.109 -5.291 -0.06 0.16 0.17
H -0.551 -2.373 -4.997 0.29 0.19 0.22
C 1.067 -2.340 -2.340 0.28 -0.63 1.05
H 2.342 -2.370 -4.136 -0.48 0.23 -0.03
H 1.147 -3.659 -4.074 0.12 0.13 0.15
H 1.975 -2.165 -1.765 -0.02 -0.56 -0.33
H 0.510 -3.212 -1.922 0.42 0.49 -0.06
O 0.950 -1.410 4.789 0.05 -0.48 -1.49
C 1.178 -2.080 3.795 0.25 -0.18 0.42
C 1.757 -3.481 3.784 0.02 -0.08 0.33
C 1.873 -3.862 2.323 0.17 -0.51 -0.74
C 1.502 -2.622 1.544 0.56 -0.27 0.17
O 1.645 -2.324 0.358 -0.43 -0.24 1.68
N 0.999 -1.724 2.446 0.54 -0.41 1.10
H 2.723 -3.468 4.296 -0.18 -0.02 0.04
H 1.086 -4.157 4.321 0.16 0.16 0.14
H 2.872 -4.172 2.022 -0.06 -0.22 -0.02
H 1.160 -4.659 2.095 0.22 0.00 -0.29
```
Forces are in eV/Å.

Output
* highest occupied orbital energy (spin up / spin down): -10.45 / -11.34 eV
* strongest force on any atom: 3.33 eV Å⁻¹
* multiplicity: 6
* net charge: +1
* relative energy (zero: lowest compared OMol25 entry of this formula, charge and spin): 0.0 kJ/mol
* molar mass: 578.73 g mol⁻¹
* total energy: -1355.0906 hartree
* <S²>: 8.79